Formula: C3H7FN3
Source: OMol25
Level of theory: ωB97M-V/def2-TZVPD

Structure (XYZ):
```
14
Properties=species:S:1:pos:R:3:forces:R:3:mulliken_charge:R:1
H 3.6667 -0.7644 0.5358 -0.5854 0.0705 -0.0619 0.33
N 0.4978 -0.1492 1.0397 0.6271 -0.6613 -0.1034 -0.33
H 2.9234 0.1748 -0.8230 0.2611 -0.0097 -0.3540 0.29
H -3.7175 -0.0049 -0.1884 0.8842 0.8303 0.0867 0.36
H -0.9006 0.0904 1.2232 -0.9456 0.4404 -0.0898 0.40
C -2.6067 -0.0339 -0.1448 -3.3279 -2.2287 0.0959 0.28
H -0.8918 0.5871 -0.9935 -1.3009 0.8861 1.9970 0.30
N -1.8705 0.6084 0.9258 1.6656 -1.5946 1.8300 0.00
F -2.3110 -1.3210 -0.4539 0.7765 0.7280 0.4719 -0.22
H 3.0749 0.9219 0.7828 0.7542 -0.1615 -0.4010 0.27
N -1.7474 0.9709 -0.4353 1.4773 1.3378 -3.6211 -0.47
C 1.5687 -0.2176 0.6421 -0.9430 -0.4502 0.5878 0.33
C 2.9122 -0.0246 0.2372 0.9015 0.8282 0.3956 -0.81
H -2.2278 1.2933 1.6051 -0.2446 -0.0153 -0.8339 0.28
```
Positions in Å, forces in eV/Å.

Summary:
M: 104.11 g/mol
HOMO energy: -15.978 eV
F_max: 4.133 eV/A
Energy relative to the best compared isomer or geometry (same formula, charge and spin): 2.793 eV
Net charge: +1